This record from the Open Molecules 2025 dataset describes one molecule with the formula C3H3FO at a distorted geometry. The level of theory is ωB97M-V with the def2-TZVPD basis set.

As for the molecular weight: 74.05 g mol⁻¹. As for the SMILES: O=C/C=C\F. Its net charge is 0. For the HOMO energy, the calculation gives -10.14 eV. For the HOMO-LUMO gap, the calculation gives 9.87 eV. The energy relative to the best compared isomer or geometry (same formula, charge and spin) comes out at 55.0 kcal/mol. Its energy is -7920.90829 eV.

Each line ends with the natural charge from an NBO analysis.
Cartesian coordinates (Å):
1 O -1.631 -1.316 -0.230  -0.522
2 C -1.333 -0.090 0.057  0.353
3 C 0.064 0.408 -0.383  -0.405
4 C 1.313 -0.115 -0.108  0.312
5 F 1.244 -1.447 -0.013  -0.319
6 H -2.264 0.653 0.660  0.174
7 H 0.300 1.596 -0.088  0.201
8 H 2.307 0.310 0.105  0.206



This record from the Open Molecules 2025 dataset describes one molecule with the formula C4H10N2O2 at a distorted geometry. The level of theory is ωB97M-V with the def2-TZVPD basis set.

As for the molecular weight: 118.14 g mol⁻¹. As for the SMILES: CC(=O)[C@H](N)CON. Its net charge is 0. For the HOMO energy, the calculation gives -8.22 eV. For the HOMO-LUMO gap, the calculation gives 9.15 eV. The energy relative to the best compared isomer or geometry (same formula, charge and spin) comes out at 120.1 kcal/mol. Its energy is -11381.69622 eV.

Each line ends with the natural charge from an NBO analysis.
Cartesian coordinates (Å):
1 C -0.859 -1.618 -1.054  -0.718
2 C -0.258 -0.902 0.122  0.661
3 O -0.210 -1.337 1.248  -0.650
4 C 1.187 0.049 -0.358  -0.208
5 N 2.058 0.248 0.762  -0.822
6 C 0.411 1.194 -0.780  -0.042
7 O -1.130 0.845 -0.003  -0.446
8 N -1.165 1.414 1.306  -0.539
9 H -1.166 -0.916 -1.827  0.221
10 H -0.138 -2.312 -1.483  0.233
11 H -1.746 -2.161 -0.725  0.232
12 H 1.649 -0.526 -1.160  0.201
13 H 1.656 0.920 1.408  0.363
14 H 2.151 -0.620 1.284  0.377
15 H 0.635 2.154 -0.323  0.220
16 H 0.073 1.211 -1.809  0.212
17 H -1.022 0.636 1.956  0.357
18 H -2.127 1.721 1.436  0.348



This record from the Open Molecules 2025 dataset describes C6H13BeO4 as an isolated structure at a distorted geometry. The level of theory is ωB97M-V with the def2-TZVPD basis set.

As for the molecular weight: 158.18 g mol⁻¹. Its net charge is 0. For the HOMO energy (alpha / beta), the calculation gives -5.04 / -8.90 eV. As for the spin multiplicity: 2. For the HOMO-LUMO gap (alpha / beta), the calculation gives 5.18 / 9.15 eV. The energy relative to the best compared isomer or geometry (same formula, charge and spin) comes out at 27.4 kcal/mol. Its expectation value of S² is 0.75. Its energy is -15019.94683 eV.

Each line ends with the Mulliken spin population.
Cartesian coordinates (Å):
1 C -3.023 -0.755 -0.712  0.001
2 O -3.720 -0.454 0.452  0.007
3 H -2.551 -1.755 -0.633  0.001
4 H -3.671 -0.758 -1.614  0.000
5 H -2.215 -0.017 -0.907  0.000
6 O -1.052 3.445 1.468  -0.064
7 C -0.924 2.605 2.346  0.035
8 C -2.097 2.120 3.141  0.029
9 O -3.290 2.537 2.586  -0.127
10 C -3.453 1.062 1.285  -0.053
11 C -4.076 2.004 0.280  0.064
12 O -3.220 3.139 0.123  0.197
13 C -3.251 3.686 -1.189  0.011
14 Be -2.924 3.805 1.522  0.885
15 H 0.073 2.185 2.573  0.005
16 H -1.940 2.454 4.187  -0.002
17 H -2.045 1.011 3.132  0.010
18 H -4.172 0.712 2.038  -0.005
19 H -2.361 1.013 1.131  0.018
20 H -5.061 2.350 0.632  0.001
21 H -4.152 1.458 -0.676  0.002
22 H -2.599 4.565 -1.192  -0.024
23 H -2.877 2.939 -1.905  0.001
24 H -4.276 3.985 -1.452  0.008



This record from the Open Molecules 2025 dataset describes a 2-piece molecular cluster, C5H8O2 overall. The level of theory is ωB97M-V with the def2-TZVPD basis set.

As for the molecular weight: 100.12 g mol⁻¹. Its net charge is 0. For the HOMO energy (alpha / beta), the calculation gives -7.86 / -7.86 eV. For the HOMO-LUMO gap (alpha / beta), the calculation gives 7.18 / 7.18 eV. The energy relative to the best compared isomer or geometry (same formula, charge and spin) comes out at 110.8 kcal/mol. Its energy is -9405.02907 eV.

Each line ends with the natural charge from an NBO analysis.
Cartesian coordinates (Å):
1 O -1.697 0.917 1.327  -0.876
2 C -1.277 -0.131 -0.396  0.061
3 C 0.001 -0.816 -0.424  -0.356
4 C 0.671 -0.152 0.808  -0.555
5 C 1.689 0.457 -0.002  0.518
6 O 2.692 1.116 0.186  -0.601
7 C 1.071 -0.114 -1.302  -0.484
8 H -1.953 0.302 2.035  0.484
9 H -2.217 -0.656 -0.239  0.203
10 H -1.359 0.839 -0.876  0.213
11 H -0.059 -1.908 -0.474  0.212
12 H -0.689 0.949 1.382  0.510
13 H 0.686 -0.562 1.815  0.225
14 H 0.709 0.598 -2.054  0.211
15 H 1.733 -0.839 -1.785  0.235



This record from the Open Molecules 2025 dataset describes C36H38GeIMoN3O2 as an isolated structure at a distorted geometry. The level of theory is ωB97M-V with the def2-TZVPD basis set.

As for the molecular weight: 840.17 g mol⁻¹. Its net charge is +2. For the HOMO energy (alpha / beta), the calculation gives -13.34 / -13.34 eV. For the HOMO-LUMO gap (alpha / beta), the calculation gives 6.09 / 6.08 eV. The energy relative to the best compared isomer or geometry (same formula, charge and spin) comes out at 33.1 kcal/mol. Its energy is -112969.77786 eV.

Each line ends with the Löwdin charge.
Cartesian coordinates (Å):
1 Mo -1.004 -1.078 -0.249  1.433
2 I -1.166 -2.406 2.607  1.107
3 C -2.467 -3.803 1.648  -0.572
4 C -2.999 -4.750 2.477  -0.135
5 C -3.849 -5.739 1.952  -0.038
6 C -4.114 -5.745 0.613  0.001
7 C -3.547 -4.782 -0.252  -0.148
8 C -3.801 -4.849 -1.644  0.009
9 C -3.232 -3.959 -2.510  -0.048
10 C -2.419 -2.935 -1.997  -0.109
11 C -2.158 -2.797 -0.652  -0.250
12 C -2.700 -3.752 0.258  -0.242
13 H -2.768 -4.748 3.534  0.101
14 H -4.278 -6.479 2.612  0.124
15 H -4.764 -6.495 0.179  0.129
16 H -4.457 -5.630 -2.006  0.130
17 H -3.404 -4.034 -3.575  0.119
18 H -1.998 -2.225 -2.709  0.098
19 O -3.646 1.762 -0.240  0.206
20 C -2.915 1.199 0.498  -0.471
21 O -2.287 0.022 0.085  -0.301
22 C -2.442 1.654 1.856  -0.135
23 C -0.909 1.661 2.002  -0.261
24 Ge 0.106 3.013 0.928  1.049
25 C -0.333 4.741 1.727  -0.282
26 C -1.572 5.327 1.469  -0.123
27 C -1.948 6.479 2.145  -0.068
28 C -1.097 7.042 3.085  -0.063
29 C 0.139 6.464 3.342  -0.066
30 C 0.521 5.314 2.666  -0.104
31 C -0.415 2.789 -0.961  -0.251
32 C -0.855 3.843 -1.755  -0.066
33 C -1.138 3.645 -3.101  -0.036
34 C -0.969 2.395 -3.677  -0.050
35 C -0.515 1.334 -2.905  -0.089
36 C -0.239 1.548 -1.564  -0.183
37 C 1.994 2.458 1.067  -0.275
38 C 2.367 1.215 1.580  -0.138
39 C 3.706 0.859 1.683  -0.099
40 C 4.693 1.740 1.264  -0.075
41 C 4.336 2.975 0.739  -0.062
42 C 2.998 3.330 0.645  -0.098
43 H -2.877 0.978 2.601  0.128
44 H -2.861 2.645 2.020  0.124
45 H -0.500 0.675 1.754  -0.025
46 H -0.670 1.831 3.053  0.092
47 H -2.243 4.891 0.737  0.097
48 H -2.908 6.935 1.938  0.112
49 H -1.394 7.937 3.614  0.114
50 H 0.804 6.906 4.072  0.112
51 H 1.486 4.863 2.868  0.099
52 H -0.984 4.825 -1.316  0.105
53 H -1.497 4.471 -3.701  0.121
54 H -1.175 2.248 -4.729  0.118
55 H -0.367 0.359 -3.356  0.098
56 H 0.173 0.721 -0.965  0.022
57 H 1.618 0.515 1.942  0.078
58 H 3.984 -0.092 2.121  0.106
59 H 5.737 1.473 1.358  0.112
60 H 5.102 3.668 0.416  0.115
61 H 2.726 4.300 0.243  0.112
62 C 2.663 -0.314 -1.963  -0.006
63 N 2.876 -1.696 -1.528  -0.111
64 C 4.278 -2.051 -1.301  -0.008
65 C 1.847 -2.437 -1.099  -0.348
66 N 0.703 -1.826 -0.674  -0.093
67 N 1.876 -3.758 -1.093  -0.100
68 C 2.777 -4.545 -1.932  -0.005
69 C 0.865 -4.540 -0.382  -0.008
70 H 3.470 -0.048 -2.642  0.115
71 H 2.686 0.393 -1.125  0.089
72 H 1.727 -0.226 -2.512  0.077
73 H 4.737 -1.254 -0.713  0.100
74 H 4.817 -2.140 -2.244  0.109
75 H 4.367 -2.975 -0.739  0.093
76 H 0.877 -0.809 -0.526  0.017
77 H 3.269 -3.924 -2.673  0.095
78 H 2.183 -5.293 -2.456  0.110
79 H 3.522 -5.064 -1.329  0.110
80 H 0.027 -4.781 -1.039  0.104
81 H 0.499 -3.997 0.485  0.041
82 H 1.324 -5.467 -0.046  0.109



This record from the Open Molecules 2025 dataset describes a 2-piece molecular cluster, C4H12 overall at a distorted geometry. The level of theory is ωB97M-V with the def2-TZVPD basis set.

As for the molecular weight: 60.14 g mol⁻¹. As for the SMILES: CC.CC. Its net charge is 0. For the HOMO energy, the calculation gives -11.19 eV. For the HOMO-LUMO gap, the calculation gives 12.35 eV. The energy relative to the best compared isomer or geometry (same formula, charge and spin) comes out at 28.8 kcal/mol. Its energy is -4341.28143 eV.

Each line ends with the natural charge from an NBO analysis.
Cartesian coordinates (Å):
1 C 0.986 1.900 -0.559  -0.625
2 C -0.084 1.166 -1.298  -0.611
3 H 2.018 2.049 -1.100  0.199
4 H 0.573 2.946 -0.388  0.210
5 H 1.519 1.445 0.228  0.216
6 H -0.435 1.719 -2.146  0.207
7 H -0.964 1.002 -0.634  0.206
8 H 0.248 0.230 -1.752  0.200
9 C -0.301 -1.804 0.213  -0.613
10 C -0.704 -1.269 1.631  -0.609
11 H -1.018 -2.381 -0.283  0.204
12 H 0.050 -1.133 -0.472  0.205
13 H 0.509 -2.435 0.477  0.202
14 H -0.495 -0.281 1.812  0.202
15 H -1.793 -1.279 1.857  0.205
16 H -0.108 -1.876 2.415  0.200